No. 1
A structure of composition C20H28ClIrN3O4 in a non-equilibrium geometry. Source: the OMol25 dataset; level of theory: wB97M-V/def2-TZVPD.

Last column: Löwdin charge in e.
Geometry (Å):
Ir -0.4364 -0.0194 0.3395  1.1478
Cl 1.2804 -0.1071 -1.1013  0.2217
N -0.1710 1.9732 0.2623  -0.0737
N -0.2746 -2.0458 0.3739  -0.0734
C -0.9666 2.7945 -0.4189  -0.3136
C -0.9019 -2.8426 -0.4802  -0.3076
C 1.0532 2.7825 0.6367  -0.5575
C 0.4054 4.1503 0.7589  -0.0478
C 2.0850 2.8501 -0.4690  -0.0900
C 1.7092 2.2578 1.8941  -0.0560
H 1.6548 3.2428 -1.4083  0.0898
H 2.5536 1.8759 -0.6640  0.0055
H 2.8551 3.5581 -0.1229  0.0861
H 0.9792 2.1253 2.7056  0.0555
H 2.4513 3.0129 2.1847  0.0838
H 2.2373 1.3113 1.7137  0.0713
C 0.7701 -2.8245 1.1116  -0.5580
C 0.5985 -4.2189 0.5198  -0.0501
C 0.4546 -2.7645 2.5879  -0.0397
C 2.1759 -2.3078 0.8792  -0.1079
H 2.4409 -2.3423 -0.1827  0.0486
H 2.8450 -2.9808 1.4253  0.0844
H 2.3274 -1.2917 1.2655  0.0550
H -0.5505 -3.1714 2.7576  0.0957
H 0.5151 -1.7377 2.9725  0.0721
H 1.1924 -3.3886 3.1054  0.0851
O -0.5022 -4.1092 -0.4626  0.0263
H 0.3342 -4.9462 1.3002  0.1270
H 1.5002 -4.5572 -0.0122  0.1277
O -0.7268 4.0867 -0.2160  0.0276
H 1.0712 4.9768 0.4835  0.1278
H 0.0155 4.2998 1.7813  0.1414
C -2.0764 2.3786 -1.3272  -0.0450
C -1.9977 -2.4349 -1.4143  -0.0507
C -1.6240 -1.2061 -2.1753  -0.2469
H -2.8361 -2.1838 -0.7600  0.1299
H -2.2817 -3.3195 -2.0324  0.1300
C -1.3196 -0.0143 -1.4698  -0.3468
C -1.6674 1.1808 -2.1353  -0.2396
H -1.9153 -0.1180 0.6147  0.0134
C -1.2966 1.2322 -3.4754  -0.2407
C -0.9887 0.0303 -4.1796  -0.0317
C -0.9808 2.5766 -4.1218  -0.0579
C -1.2421 -1.2041 -3.5141  -0.2471
H -0.5310 0.0535 -5.2036  0.1082
C -0.8706 -2.5187 -4.1889  -0.0595
H -0.4811 -2.3693 -5.2162  0.0717
H -1.7201 -3.2141 -4.2457  0.0664
H -0.0868 -3.0599 -3.6267  0.0813
H -1.8413 3.2589 -4.1049  0.0656
H -0.6450 2.4688 -5.1728  0.0718
H -0.1727 3.1122 -3.5864  0.0769
H -2.4144 3.2628 -1.9142  0.1293
H -2.8881 2.0733 -0.6564  0.1334
O -0.9577 0.9508 4.2505  -0.2485
N -0.6440 0.6941 3.0802  -0.4336
O -1.4486 -0.0630 2.4089  -0.3346

Force components x, y, z for each atom (eV/Å):
-0.91 -0.07 1.21
3.94 -0.34 -2.38
-0.97 3.27 -1.59
-1.12 -2.92 -1.36
1.57 -1.23 2.04
1.52 1.50 2.17
-0.66 -0.36 0.14
-0.45 -0.02 0.35
0.47 0.03 -0.65
-0.01 0.57 0.56
0.16 -0.22 0.27
-0.24 0.48 0.05
-0.11 -0.14 -0.17
0.28 -0.08 -0.31
0.08 -0.13 0.12
-0.32 0.23 -0.04
-0.48 0.68 -0.32
-0.17 -0.31 -0.28
-0.15 -0.27 0.31
0.43 -0.10 -0.14
-0.02 0.15 0.24
0.08 0.01 0.01
-0.20 -0.27 -0.19
0.17 0.21 0.18
-0.15 -0.21 -0.15
-0.13 0.04 0.13
0.61 -0.70 0.29
-0.17 0.05 -0.45
-0.41 0.05 0.03
0.84 0.49 0.17
-0.37 -0.18 -0.12
-0.23 0.03 -0.53
0.15 0.70 0.41
0.25 -1.04 0.44
1.65 1.32 -0.65
-0.15 -0.04 -0.08
0.28 0.77 0.36
-4.04 -0.47 -0.52
1.49 -0.85 -0.53
-1.80 0.24 0.05
0.57 -0.09 -1.39
-0.19 0.00 0.74
-0.09 0.17 -0.30
0.46 0.13 -1.22
-0.58 -0.01 1.12
-0.11 -0.18 -0.35
-0.29 0.03 0.53
0.09 0.15 -0.11
-0.24 0.35 -0.11
0.08 -0.13 -0.14
-0.27 -0.04 0.54
-0.27 -0.37 -0.10
0.30 -0.68 0.36
-0.09 0.08 -0.15
-0.32 0.92 3.16
1.88 0.30 -1.69
-1.62 -1.53 0.03

LUMO energy (spin up / spin down)   2.750 / 2.173 eV
Charge   -1
Highest occupied orbital energy (spin up / spin down)   -1.09 / -2.31 eV
Spin multiplicity   5



No. 2
A cluster of 5 separate species, C20H28ClN5O2 in total. Source: the OMol25 dataset; level of theory: wB97M-V/def2-TZVPD.

Last column: Löwdin charge in e.
Geometry (Å):
C 0.9749 2.7735 0.1242  -0.1266
C -0.2374 2.7174 -0.7968  -0.7373
Cl 0.2856 2.6319 -2.5034  0.6365
C -1.1805 3.8959 -0.5974  -0.2374
N -1.9485 3.8081 0.6628  0.0640
C -3.3271 3.5332 0.4835  -0.5391
O -4.2010 4.0682 1.0719  0.1761
O -3.5988 2.6045 -0.5269  0.0376
H 1.7800 3.3556 -0.3228  0.0769
H 0.6876 3.2780 1.0501  0.0776
H 1.3505 1.7746 0.3422  0.0522
H -0.7846 1.7906 -0.6123  0.0870
H -0.5921 4.8153 -0.5501  0.1238
H -1.8486 3.9750 -1.4511  0.1071
H -1.5557 3.1040 1.2846  0.1068
H -3.4891 1.7271 -0.1383  0.1110
N 0.8193 1.1198 3.3719  0.0087
C 0.8026 1.2670 4.7302  -0.1332
C -0.4886 1.0994 5.1550  -0.1052
C -1.2825 0.8394 4.0052  -0.1073
C -0.4445 0.8568 2.9218  -0.1638
H 1.6348 1.1931 2.7913  0.1365
H 1.7048 1.4790 5.2774  0.1075
H -0.8279 1.1576 6.1751  0.0917
H -2.3441 0.6583 3.9796  0.0906
H -0.6373 0.6968 1.8733  0.0962
N 2.6887 -2.1590 -0.3018  0.0019
C 3.5708 -1.1179 -0.3942  -0.1425
C 2.9816 -0.1367 -1.1469  -0.1167
C 1.6927 -0.6063 -1.5231  -0.1241
C 1.5410 -1.8560 -0.9831  -0.1340
H 2.8590 -3.0120 0.1982  0.1311
H 4.5372 -1.1675 0.0775  0.1049
H 3.4247 0.8105 -1.4066  0.0929
H 0.9652 -0.0830 -2.1201  0.0567
H 0.7199 -2.5508 -1.0270  0.1057
N 5.5603 -5.8825 -0.9607  0.0007
C 6.9267 -5.9253 -0.9288  -0.1410
C 7.3899 -4.6466 -1.0851  -0.1089
C 6.2571 -3.7982 -1.2188  -0.1107
C 5.1434 -4.5904 -1.1355  -0.1486
H 4.9562 -6.6783 -0.8738  0.1430
H 7.4511 -6.8561 -0.7988  0.1058
H 8.4252 -4.3514 -1.1071  0.0901
H 6.2591 -2.7317 -1.3695  0.0848
H 4.0973 -4.3519 -1.2064  0.0890
N -5.9866 0.7621 -1.6447  0.0075
C -6.4272 0.4089 -2.8897  -0.1407
C -7.5688 -0.3319 -2.7367  -0.1151
C -7.8260 -0.4294 -1.3419  -0.1149
C -6.8324 0.2567 -0.6961  -0.1429
H -5.1668 1.3092 -1.4528  0.1033
H -5.8962 0.7156 -3.7743  0.1050
H -8.1565 -0.7538 -3.5345  0.0876
H -8.6486 -0.9390 -0.8690  0.0877
H -6.6625 0.4343 0.3521  0.1045

Force components x, y, z for each atom (eV/Å):
-0.09 0.14 0.05
-0.02 -0.23 0.32
0.01 0.07 -0.18
0.25 0.18 0.06
-0.03 -0.33 -0.41
0.30 0.06 -0.19
-0.25 0.01 0.24
-0.23 -0.18 0.08
-0.05 0.04 -0.04
0.08 -0.15 0.13
0.06 0.02 -0.04
-0.07 0.03 -0.12
0.02 -0.01 -0.10
-0.10 -0.01 0.09
0.05 0.30 0.29
0.19 -0.05 -0.07
0.06 0.02 -0.03
-0.03 0.00 -0.02
-0.01 0.01 0.01
-0.01 0.02 0.02
-0.03 0.06 -0.12
0.01 -0.03 -0.01
0.00 0.00 0.01
-0.01 0.00 0.00
0.00 -0.01 0.01
0.03 -0.07 0.00
-0.04 0.00 0.03
0.00 -0.01 0.02
-0.01 0.03 0.01
-0.06 0.00 0.05
0.04 -0.01 0.04
0.01 0.02 0.04
0.01 -0.01 -0.01
0.00 0.00 -0.02
0.02 -0.01 -0.04
0.00 0.00 -0.02
0.01 0.01 0.02
-0.02 0.00 0.01
0.01 0.01 -0.01
0.00 0.02 0.03
0.00 -0.09 0.00
0.00 0.00 -0.01
0.01 0.00 0.00
0.00 0.00 0.00
0.00 0.00 -0.01
-0.01 0.02 -0.08
0.05 -0.08 0.02
0.02 -0.01 0.02
-0.01 -0.01 0.00
-0.01 -0.01 -0.01
0.03 0.00 -0.01
-0.13 0.21 -0.07
0.00 0.00 -0.01
0.00 0.00 0.00
0.00 0.00 0.00
-0.02 0.01 0.00

LUMO energy   0.120 eV
Highest occupied orbital energy   -8.18 eV



Number 1: calculated total energy -1808.3675 hartree. Number 2: calculated total energy -1663.3098 hartree.